No. 1
15 unconnected molecules or ions with the total composition C15H60N30O15 in a non-equilibrium geometry. Source: the Open Molecules 2025 dataset; level of theory: the ωB97M-V functional and the def2-TZVPD basis.

The geometry in ORCA input format:
```
! RIJCOSX wB97M-V def2-TZVPD def2/J DEFGRID3
* xyz 0 1
O -0.509 -2.082 -5.141
O 0.833 3.921 -4.201
O -3.314 -2.289 3.121
O -1.819 3.164 1.914
O 2.289 -0.398 -1.099
O 3.466 -3.444 -2.473
O -5.973 3.011 0.860
O -0.611 -3.377 -1.455
O 1.724 3.002 2.571
O -2.803 5.642 -1.399
O -3.775 1.167 -3.352
O 1.988 -0.578 3.046
O -1.095 0.771 -0.477
O 1.168 2.029 7.267
O 0.373 -5.791 1.248
N 2.025 -4.691 2.414
N -4.101 1.861 0.285
N -2.168 -0.488 -3.131
N 0.197 -3.633 2.044
N 4.386 -0.778 -0.418
N -1.961 3.599 -1.281
N 0.185 0.791 1.461
N 1.676 -1.634 -5.564
N 4.235 -0.865 2.570
N -5.611 2.395 -1.296
N -3.125 4.235 -3.146
N 3.214 4.473 1.621
N -2.903 3.845 3.834
N -0.114 -1.045 0.285
N 0.711 0.553 5.580
N -0.935 -5.601 -1.095
N 0.893 2.892 -2.167
N -1.183 5.043 2.983
N -2.515 -0.200 2.691
N 3.420 -5.356 -1.292
N -3.595 -0.545 -4.818
N 0.913 2.763 5.186
N -3.987 -1.124 1.264
N 3.164 -2.200 4.046
N 1.012 -2.324 -3.493
N 2.545 2.712 0.457
N 4.013 0.323 -2.367
N 1.418 1.764 -4.036
N 2.400 -3.539 -0.453
N -2.372 -4.468 -2.383
C -5.234 2.532 0.006
C 3.511 -0.343 -1.297
C -3.198 0.142 -3.718
C 1.097 1.761 6.058
C 3.104 -4.050 -1.452
C 1.054 2.943 -3.490
C 2.406 3.409 1.641
C -3.252 -1.285 2.420
C -2.621 4.536 -1.943
C -1.257 -4.424 -1.648
C 3.061 -1.159 3.183
C 0.654 -2.002 -4.736
C 0.829 -4.806 1.811
C -1.949 3.959 2.844
C -0.272 0.286 0.311
H 0.637 -0.275 6.141
H 0.553 3.740 -1.743
H 0.333 -2.768 -2.887
H -2.752 -5.363 -2.633
H -3.754 -0.463 0.550
H -4.433 -2.005 1.060
H -1.690 -0.157 3.265
H 4.412 -0.082 1.964
H -2.803 -3.642 -2.762
H -1.424 -6.439 -1.343
H 2.401 -2.422 4.662
H 2.014 -2.338 -3.340
H 4.080 -5.809 -1.896
H 1.384 1.656 -5.034
H 3.474 0.731 -3.112
H 1.979 -2.646 -0.692
H -3.039 4.532 4.551
H 5.378 -0.623 -0.467
H 0.967 3.681 5.593
H 0.996 2.673 4.176
H 0.371 -1.552 0.996
H 4.045 -1.261 0.395
H 0.822 2.007 -1.693
H -3.600 2.125 1.120
H 3.673 4.696 0.759
H 5.055 -1.369 2.865
H 2.317 -3.992 3.081
H -0.387 -5.494 -0.244
H -1.416 5.640 3.754
H 3.161 -5.703 -0.384
H -3.112 -1.358 -5.159
H -1.797 3.649 -0.291
H 2.075 1.818 0.512
H 1.404 -1.452 -6.514
H -1.821 -1.338 -3.542
H 4.112 -2.487 4.224
H -1.742 2.709 -1.700
H 5.006 0.378 -2.522
H -4.145 -0.038 -5.491
H -3.707 4.965 -3.520
H 2.449 -5.597 2.566
H -3.433 3.278 -3.225
H -3.138 2.877 3.987
H 2.940 3.147 -0.352
H -6.392 2.872 -1.710
H -0.413 5.162 2.349
H 0.935 0.469 4.600
H 2.561 -1.363 -5.176
H -3.798 1.165 -0.372
H 0.989 0.370 1.925
H -1.840 -0.133 -2.244
H 1.372 0.933 -3.464
H -0.457 -1.526 -0.534
H -2.512 0.568 2.037
H 2.298 -3.769 0.524
H 0.654 -2.839 2.455
H -0.786 -3.578 1.814
H -4.926 2.092 -1.975
H 2.885 5.208 2.235
H -0.128 1.733 1.653
*
```

Its largest force on an atom is 4.311 eV/Å. The value obtained for the HOMO-LUMO gap is 7.30 eV. Its energy above the lowest of the compared OMol25 structures with the same formula, charge and spin is 272.8 kJ/mol. The calculation puts the total energy at -91959.72521 eV.

No. 2
C21H23IN4O in the gas phase in a non-equilibrium geometry. Source: the Open Molecules 2025 dataset; level of theory: the ωB97M-V functional and the def2-TZVPD basis.

The geometry in ORCA input format:
```
! RIJCOSX wB97M-V def2-TZVPD def2/J DEFGRID3
* xyz 0 1
I 3.802 1.084 -2.382
O -1.866 3.708 -0.486
N -1.258 -2.696 0.049
N -1.641 0.156 -1.647
N -3.769 -0.912 -2.695
N 1.034 -4.396 1.266
C -2.380 -2.377 -0.900
C 2.150 -0.476 1.226
C 3.119 2.145 0.605
C 3.888 2.586 -0.776
C -2.585 -1.007 -1.758
C -5.375 0.803 -1.446
C 1.302 -5.597 2.107
C 1.979 0.979 0.422
C -0.326 -1.518 0.079
C 5.473 2.996 -0.574
C -4.822 2.105 -0.590
C -0.509 3.636 -0.417
C 1.943 -3.016 3.404
C -0.494 -0.110 -0.716
C 0.331 2.532 -1.348
C 2.308 -4.314 4.372
C 1.032 -1.675 1.039
C 0.620 1.115 -0.529
C 1.929 -5.751 3.602
C 1.347 -3.079 1.892
C -4.375 0.472 -2.745
H -3.617 1.344 -2.933
H 2.690 3.142 1.100
H -3.210 -3.223 -1.041
H 2.085 -6.795 4.144
H 5.498 3.796 0.312
H 1.303 3.058 -1.732
H -3.990 1.670 0.145
H 6.179 2.072 -0.365
H -5.471 -0.181 -0.819
H -5.701 2.644 -0.016
H -0.355 2.369 -2.310
H -5.110 0.476 -3.686
H 3.102 -0.592 1.897
H -6.457 1.082 -1.867
H 0.011 4.419 0.291
H 5.786 3.584 -1.564
H 3.941 1.735 1.359
H -4.513 -1.586 -2.341
H 2.743 -4.247 5.456
H 1.007 -6.637 1.595
H 3.346 3.569 -1.164
H -4.293 2.840 -1.363
H 2.169 -1.935 3.847
*
```

Its largest force on an atom is 8.603 eV/Å. The value obtained for the HOMO-LUMO gap is 6.62 eV. The calculation puts the total energy at -38236.73431 eV.

No. 3
C5H5N in the gas phase in a non-equilibrium geometry. Source: the Open Molecules 2025 dataset; level of theory: the ωB97M-V functional and the def2-TZVPD basis.

The geometry in ORCA input format:
```
! RIJCOSX wB97M-V def2-TZVPD def2/J DEFGRID3
* xyz 0 1
N 3.025 -0.591 -1.088
C 1.579 0.387 0.873
C -0.890 0.030 -0.059
C 2.439 -0.148 -0.195
C -2.216 -0.243 -0.607
C 0.188 0.242 0.432
H -2.650 0.661 -1.046
H -2.182 -1.018 -1.382
H 1.829 1.436 1.073
H 1.762 -0.159 1.807
H -2.883 -0.596 0.190
*
```

Its largest force on an atom is 1.176 eV/Å. The value obtained for the HOMO-LUMO gap is 10.92 eV. Its energy above the lowest of the compared OMol25 structures with the same formula, charge and spin is 188.9 kJ/mol. The calculation puts the total energy at -6753.95015 eV.

No. 4
A molecular structure, C22H26Br14F3N3O. Source: the Open Molecules 2025 dataset; level of theory: the ωB97M-V functional and the def2-TZVPD basis.

The geometry in ORCA input format:
```
! RIJCOSX wB97M-V def2-TZVPD def2/J DEFGRID3
* xyz 0 1
Br 7.961 -7.612 0.695
Br -2.257 4.009 3.496
Br 1.760 -8.606 -1.335
Br -3.636 5.651 5.845
Br -1.014 -5.824 -0.674
Br 7.591 -6.404 3.614
Br 7.832 -4.460 1.106
Br 1.881 5.964 -5.435
Br 3.613 -7.165 0.803
Br 1.533 -4.207 0.704
Br 0.351 5.079 -2.786
Br 0.781 8.172 -3.425
Br -4.751 2.781 5.051
Br 4.922 -8.706 -1.655
F -1.848 -4.260 1.344
F -0.265 -2.324 1.267
F -2.258 -3.464 -0.644
O -7.110 0.270 -0.128
N 3.514 0.346 1.563
N -0.680 0.048 -0.272
N 0.544 2.418 -1.147
C -2.590 1.309 0.415
C 1.208 -1.283 -0.950
C -0.712 2.434 -0.618
C 0.227 -2.455 -1.091
C 0.508 6.416 -4.163
C 3.418 -7.682 -1.043
C 3.524 1.403 0.540
C -1.418 3.641 -0.518
C -3.271 2.491 0.522
C -0.063 -3.167 0.221
C 3.667 0.870 -0.894
C -1.335 -4.067 0.125
C 7.233 -6.174 1.740
C -4.653 2.571 1.127
C -1.313 1.249 -0.162
C -2.659 3.679 0.049
C -3.195 3.905 5.172
C -5.781 2.257 0.140
C 2.531 1.283 -1.853
C -5.812 0.818 -0.380
C 1.152 1.266 -1.246
C 0.507 0.052 -0.811
H -2.527 3.446 5.885
H 1.808 -1.424 -0.047
H 4.594 1.248 -1.325
H 2.685 2.285 -2.250
H -3.031 0.391 0.782
H 2.693 0.379 2.148
H 4.405 2.019 0.740
H -0.987 4.569 -0.878
H 2.664 2.064 0.648
H 6.161 -6.203 1.612
H -5.774 2.974 -0.682
H 1.879 -1.268 -1.806
H -7.022 -0.669 0.049
H 2.520 0.597 -2.707
H -5.073 0.200 0.130
H -4.704 1.890 1.979
H -5.609 0.805 -1.454
H -4.786 3.582 1.515
H -3.158 4.639 0.097
H 3.388 -6.773 -1.627
H -6.726 2.397 0.669
H 3.766 -0.217 -0.910
H -0.428 6.440 -4.703
H -0.675 -2.115 -1.591
H 0.682 -3.203 -1.741
H 3.614 -0.573 1.160
*
```

Its largest force on an atom is 0.833 eV/Å. The value obtained for the HOMO-LUMO gap is 8.79 eV. Its energy above the lowest of the compared OMol25 structures with the same formula, charge and spin is 0.0 kJ/mol. The calculation puts the total energy at -1018499.61553 eV.